(1)
Entry from the Open Molecules 2025 dataset: a 3-piece molecular cluster, C37H70BrN4O6P2S overall (wB97M-V/def2-TZVPD).

Each line ends with the Löwdin spin population.
Geometry (Å):
C1 -5.884 4.062 1.149  0.00
Br1 -6.052 -2.740 -2.999  0.00
H1 -3.713 4.111 0.874  0.00
H2 3.367 -0.619 6.181  0.00
H3 -1.396 3.608 1.648  0.00
C2 -4.493 3.406 1.144  0.00
H4 -9.375 1.176 -0.012  0.00
C3 -8.261 -1.303 1.458  0.00
H5 6.125 -3.015 3.873  0.00
H6 7.695 -0.760 -3.235  0.00
H7 -6.408 2.650 2.653  0.00
H8 5.699 1.438 -2.607  0.00
C4 -0.141 1.107 3.541  0.00
H9 4.999 0.911 2.407  0.00
C5 5.370 0.423 -2.386  0.00
C6 5.478 -0.067 2.295  0.01
H10 7.305 0.732 -4.089  0.00
C7 -9.404 -0.700 0.708  0.00
H11 7.113 -1.116 3.264  0.00
H12 -8.175 -2.334 1.144  0.00
H13 -0.406 -0.976 3.098  0.00
S1 -8.420 3.867 2.383  0.00
C8 4.330 -2.347 -5.525  0.02
N1 3.764 -1.383 3.539  0.36
C9 5.702 -0.450 4.771  0.02
H14 -4.091 3.910 -4.043  0.00
C10 3.326 -0.703 1.216  0.00
H15 2.895 0.264 1.470  0.00
H16 5.955 0.055 -1.541  0.00
H17 4.488 -1.807 6.838  0.00
H18 -5.843 2.764 -1.567  0.00
H19 -2.719 4.759 -3.350  0.00
C11 -0.629 0.035 2.791  0.00
H20 -4.567 1.864 -2.305  0.00
C12 7.051 -0.324 -4.000  0.00
C13 -4.773 2.587 -1.523  0.00
C14 4.685 -0.921 -5.951  0.00
C15 -1.858 -0.977 0.866  0.00
C16 -5.521 -0.430 -0.878  0.00
H21 -4.818 4.684 -1.976  0.00
H22 0.463 0.926 4.416  0.00
C17 6.455 -0.263 3.454  0.00
C18 -0.431 2.402 3.125  0.00
C19 5.172 -2.874 -4.360  0.03
H23 7.300 -0.779 -4.955  0.00
C20 -6.940 -0.520 1.405  0.00
H24 3.510 -4.032 -3.549  0.00
H25 3.649 0.123 -4.387  0.00
N2 -9.593 0.719 0.863  0.00
C21 -6.602 0.186 0.083  0.00
H26 4.442 -3.326 1.995  0.00
H27 3.273 -2.371 -5.242  0.00
H28 4.581 -4.918 -4.623  0.00
H29 4.941 -2.461 0.554  0.00
H30 -10.569 0.892 1.069  0.00
C22 -1.390 0.229 1.629  0.00
C23 5.568 -0.463 -3.608  0.03
H31 6.627 -4.267 -5.198  0.00
H32 -2.939 -1.030 0.920  0.00
N3 -2.499 2.699 -3.492  0.00
P1 -4.375 1.774 0.164  0.00
H33 5.100 -4.545 -2.974  0.00
H34 5.890 -3.122 5.597  0.00
H35 -4.273 3.117 2.171  0.00
C24 4.667 -1.572 4.711  0.03
H36 -2.261 2.224 -2.634  0.00
H37 -6.469 3.833 0.268  0.00
C25 5.373 -2.939 4.654  0.00
H38 -6.972 0.247 2.166  0.00
H39 -5.751 5.147 1.158  0.00
H40 4.997 1.022 -5.052  0.00
H41 4.327 0.478 -2.080  0.00
H42 6.024 -0.040 1.349  0.00
C26 3.839 -1.581 5.991  0.00
H43 -0.049 3.247 3.678  0.00
H44 4.649 -3.742 4.509  0.00
H45 -2.969 2.046 -4.098  0.00
H46 3.959 -0.575 -6.689  0.00
H47 7.323 -3.147 -4.044  0.00
C27 -1.184 2.597 1.968  0.00
H48 -4.155 1.079 1.417  0.00
H49 3.059 -2.342 5.946  0.00
H50 -6.116 -1.181 1.651  0.00
P2 -5.164 -2.264 -0.955  0.00
C28 -4.063 3.901 -1.892  0.00
H51 -5.905 -3.747 0.401  0.00
N4 5.237 -1.874 -3.251  0.36
O1 -10.155 -1.360 0.059  0.00
O2 -6.093 1.452 0.445  0.00
H52 6.930 -2.619 -5.684  0.00
H53 -7.453 0.394 -0.567  0.00
H54 -8.675 2.807 1.604  0.00
C29 4.397 -1.145 2.205  0.03
H55 3.772 -0.615 0.225  0.00
H56 -2.169 1.196 -0.840  0.00
H57 -1.462 -1.888 1.307  0.00
O3 2.880 -0.476 3.785  0.54
O4 -4.313 0.186 -0.731  0.00
C30 -1.680 1.534 1.191  0.00
H58 2.515 -1.430 1.159  0.00
H59 7.107 0.610 3.530  0.00
C31 4.677 0.022 -4.750  0.02
C32 -3.349 3.877 -3.248  0.00
H60 -1.573 -0.927 -0.179  0.00
H61 -8.589 -1.321 2.500  0.00
H62 5.200 0.489 5.026  0.00
H63 6.405 -0.657 5.581  0.00
H64 4.441 -3.026 -6.373  0.00
H65 -6.236 4.262 3.269  0.00
H66 -2.130 2.890 -0.322  0.00
H67 6.049 -2.591 1.898  0.00
C33 4.997 -2.456 1.642  0.00
O5 -6.289 -2.951 0.024  0.00
C34 -2.449 1.888 -0.048  0.00
H68 5.658 -0.900 -6.451  0.00
C35 4.551 -4.164 -3.837  0.00
O6 4.175 -1.925 -2.518  0.54
C36 -6.619 3.691 2.431  0.00
H69 -5.918 -0.222 -1.885  0.00
H70 -3.355 4.258 -1.150  0.00
C37 6.595 -3.235 -4.850  0.00

As for the spin multiplicity: 3. As for the total energy: -5777.14193 a.u. As for the charge: -1. Its frontier orbital gap (alpha / beta) is 6.691 / 6.427 eV.

(2)
Entry from the Open Molecules 2025 dataset: a 2-piece molecular cluster, C2H4ClN overall (wB97M-V/def2-TZVPD).

Each line ends with the Mulliken charge.
Geometry (Å):
C1 -1.427 -0.007 -0.013  -0.69
Cl1 2.787 0.516 0.279  -0.24
H1 -2.304 0.009 -0.658  0.30
N1 -0.348 -0.703 -0.492  0.02
C2 0.448 -1.389 -1.015  -0.20
H2 3.604 0.902 1.141  0.23
H3 -1.249 1.059 -0.184  0.26
H4 -1.511 -0.388 0.942  0.30

As for the total energy: -593.48753 a.u. The calculation puts the energy above the lowest of the compared OMol25 structures with the same formula, charge and spin at 140.78 kJ/mol. Its frontier orbital gap is 11.932 eV.